No. 1
# C3H8BNO

A single C3H8BNO molecule in a non-equilibrium geometry (the ωB97M-V functional and the def2-TZVPD basis, OMol25).

Output
Energy above the lowest of the compared OMol25 structures with the same formula, charge and spin in eV: 7.987
F_max in eV/Å: 10.443
Multiplicity: 3
Lowest unoccupied orbital energy (spin up / spin down) in eV: 0.89 / -2.52
HOMO level (spin up / spin down) in eV: -4.116 / -9.368
Expectation value of S²: 2.009

XYZ file:
```
14
C3H8BNO (the ωB97M-V functional and the def2-TZVPD basis)
H -1.34 1.88 0.15
B -0.91 -0.62 -0.01
H -1.85 -0.89 0.62
H -0.25 1.33 -1.31
H 1.33 1.89 0.59
C 0.64 1.08 0.65
H 0.62 -2.41 -0.97
N 1.36 -0.12 0.32
H 0.38 0.88 1.81
O 0.36 -1.11 0.65
H 1.56 -0.36 -0.74
H -0.58 -2.88 0.18
C -0.61 1.13 -0.16
C -0.11 -2.02 -0.41
```

Here are the natural (NBO) charges for atoms 1 to 2, given in e: number 1, H, carries 0.251; number 2, B, carries 0.392

No. 2
# C5H10N2

A single C5H10N2 molecule in a non-equilibrium geometry (the ωB97M-V functional and the def2-TZVPD basis, OMol25).

Output
Energy above the lowest of the compared OMol25 structures with the same formula, charge and spin in eV: 5.675
F_max in eV/Å: 4.340
Multiplicity: 1
Lowest unoccupied orbital energy in eV: 0.96
HOMO level in eV: -8.227

XYZ file:
```
17
C5H10N2 (the ωB97M-V functional and the def2-TZVPD basis)
H 1.69 -1.29 1.06
C -0.04 0.48 0.64
H 0.50 1.84 -1.00
C 0.92 1.29 -0.18
N 1.87 0.19 -0.34
C 1.32 -1.22 -0.07
H -0.30 -0.69 -1.06
N -2.46 -0.02 -0.57
H 1.79 -1.87 -0.85
H 0.24 0.66 1.73
C -1.48 -0.16 0.60
H -1.97 -0.26 1.67
H -3.23 0.52 -0.23
H -1.92 0.64 -1.32
H 1.32 2.13 0.41
H 2.72 0.46 0.24
C -0.18 -0.94 -0.04
```

Here are the natural (NBO) charges for atoms 1 to 2, given in e: number 1, H, carries 0.190; number 2, C, carries -0.249